(P)
ORCA calculation (wB97M-V/def2-TZVPD) on a cluster of 2 separate species, C2H8Cl2Si2 in total.

Geometry as ORCA input:
```
! RIJCOSX wB97M-V def2-TZVPD def2/J DEFGRID3
* xyz 0 1
C -1.61 0.25 1.47
C -0.35 0.91 0.92
Si 0.10 0.41 -0.92
Si 4.29 0.18 -0.73
Cl 4.88 -1.75 -0.74
Cl 4.81 0.92 1.22
H -2.51 1.01 1.26
H -1.68 -0.78 1.10
H -1.37 0.06 2.54
H 0.49 0.70 1.68
H -0.52 1.93 0.94
H -0.35 -1.03 -1.24
H 0.45 1.25 -1.96
H 5.55 0.74 -1.34
*
```

Properties
LUMO level (spin up / spin down) (hartree): -0.0785 / -0.0347
Orbital gap (spin up / spin down) (eV): 5.211 / 7.730



(Q)
ORCA calculation (wB97M-V/def2-TZVPD) on the molecule C2H8Cl2Si2.

Geometry as ORCA input:
```
! RIJCOSX wB97M-V def2-TZVPD def2/J DEFGRID3
* xyz 0 1
C 2.26 -0.01 -0.76
Si 0.49 -0.51 -1.36
Si -1.56 0.57 0.09
C -1.23 0.25 1.91
Cl -2.59 2.26 -0.35
Cl -2.91 -0.96 -0.67
H 3.00 -0.81 -1.00
H 2.60 0.98 -0.80
H 2.17 0.00 0.31
H 0.36 -0.17 -2.78
H 0.54 -2.03 -1.43
H -0.91 -0.76 2.05
H -0.24 0.69 2.18
H -1.99 0.50 2.63
*
```

Properties
SMILES string: C[SiH2][Si](C)(Cl)Cl
LUMO level (hartree): 0.0024
Orbital gap (eV): 9.402



(R)
ORCA calculation (wB97M-V/def2-TZVPD) on a cluster of 2 separate species, C2H8Cl2Si2 in total.

Geometry as ORCA input:
```
! RIJCOSX wB97M-V def2-TZVPD def2/J DEFGRID3
* xyz 0 1
C 2.14 -1.51 -0.24
C -1.80 0.56 -1.14
Si 1.09 0.55 0.83
Si -1.23 0.65 0.67
Cl -2.22 -0.84 1.64
Cl -2.39 2.23 1.43
H 3.04 -1.62 0.45
H 1.21 -2.02 -0.12
H 2.36 -1.48 -1.26
H -1.89 -0.45 -1.51
H -2.82 1.04 -1.45
H -0.96 0.84 -1.79
H 1.65 0.38 2.09
H 1.84 1.66 0.39
*
```

Properties
LUMO level (hartree): -0.0151
Orbital gap (eV): 8.944



Name the most stable of them. (Q).



(P)
ORCA calculation (wB97M-V/def2-TZVPD) on a cluster of 2 separate species, C2H8Cl2Si2 in total.

Geometry as ORCA input:
```
! RIJCOSX wB97M-V def2-TZVPD def2/J DEFGRID3
* xyz 0 1
C -1.42 1.10 0.42
C -1.53 0.02 -0.64
Si -0.55 -1.54 -0.43
Si 2.47 -0.18 0.40
Cl 2.42 1.61 -0.58
Cl 4.23 -1.13 -0.16
H -1.56 0.78 1.40
H -0.48 1.62 0.43
H -2.22 1.86 0.20
H -1.48 0.47 -1.59
H -2.59 -0.26 -0.63
H -0.32 -2.18 0.87
H 0.10 -2.46 -1.40
H 2.93 0.30 1.72
*
```

Properties
LUMO level (hartree): -0.0386
Orbital gap (eV): 6.724



(Q)
ORCA calculation (wB97M-V/def2-TZVPD) on a cluster of 2 separate species, C2H8Cl2Si2 in total.

Geometry as ORCA input:
```
! RIJCOSX wB97M-V def2-TZVPD def2/J DEFGRID3
* xyz 0 1
C 2.07 0.04 -0.95
C 1.06 0.75 0.02
Si -4.75 -0.36 0.46
Si 0.98 2.60 -0.31
Cl -0.87 2.67 0.66
Cl -3.30 0.49 -0.63
H 1.90 -0.99 -0.76
H 1.83 0.14 -2.04
H 2.99 0.38 -0.72
H 1.59 0.49 0.98
H 0.00 0.37 0.02
H -5.85 0.11 -0.33
H -4.72 0.50 1.65
H -4.39 -1.76 0.93
*
```

Properties
LUMO level (hartree): -0.0176
Orbital gap (eV): 8.249



Name the most stable of them. (Q).



(P)
ORCA calculation (wB97M-V/def2-TZVPD) on a cluster of 2 separate species, C3H9S2 in total.

Geometry as ORCA input:
```
! RIJCOSX wB97M-V def2-TZVPD def2/J DEFGRID3
* xyz -1 1
C 2.47 -1.15 0.75
S 1.95 -0.21 2.20
H 1.65 -1.53 0.14
H 3.08 -2.01 1.03
H 3.05 -0.51 0.08
C -2.08 1.27 -0.86
C -0.90 0.33 -0.66
S -1.11 -0.93 0.61
H -3.01 0.74 -0.63
H -2.04 2.12 -0.19
H -2.13 1.62 -1.89
H 0.05 0.87 -0.52
H -0.71 -0.22 -1.59
H -0.26 -0.38 1.53
*
```

Properties
LUMO level (hartree): 0.1318
Orbital gap (eV): 6.092



(Q)
ORCA calculation (wB97M-V/def2-TZVPD) on a cluster of 2 separate species, C3H9S2 in total.

Geometry as ORCA input:
```
! RIJCOSX wB97M-V def2-TZVPD def2/J DEFGRID3
* xyz -1 1
S -2.07 1.38 0.02
H -3.05 1.89 0.78
C 1.40 0.87 -0.48
C 0.83 -0.21 0.44
C -0.05 -1.15 -0.38
S -1.15 -2.15 0.72
H 2.12 1.57 -0.04
H 0.54 1.49 -0.77
H 1.86 0.43 -1.38
H 1.55 -0.78 1.04
H 0.20 0.30 1.18
H 0.51 -1.91 -0.93
H -0.70 -0.64 -1.08
H -1.99 -1.08 0.86
*
```

Properties
LUMO level (hartree): 0.1306
Orbital gap (eV): 6.555



Name the most stable of them. (Q).